{
  "formula": "C6H14N4",
  "method": "wB97M-V/def2-TZVPD",
  "multiplicity": 1,
  "orbital_gap_ha": 0.3537,
  "total_charge": 2,
  "de_lowest_kj_mol": 224.2,
  "molar_mass_g_mol": 142.21,
  "elements": ["N", "N", "N", "N", "C", "C", "C", "C", "C", "C", "H", "H", "H", "H", "H", "H", "H", "H", "H", "H", "H", "H", "H", "H"],
  "xyz": [[-1.096, -0.252, 0.132], [1.102, 0.027, -0.503], [0.126, 2.247, 1.037], [-2.099, -2.231, 0.288], [1.321, 2.520, 1.155], [0.307, -2.272, -0.014], [-1.005, -1.534, 0.169], [-0.620, 1.594, -1.365], [-0.107, 0.496, -0.554], [1.447, -1.232, 0.115], [1.926, 0.617, -0.878], [-2.075, -3.237, 0.097], [-1.415, 2.196, -0.992], [-1.113, 1.032, -2.185], [-0.567, 2.834, 1.465], [0.446, -2.523, -1.112], [-2.043, 0.079, 0.363], [-2.891, -1.717, 0.700], [0.347, -3.214, 0.593], [1.939, 1.775, 0.667], [1.749, 3.383, 1.666], [0.230, 2.251, -1.671], [2.378, -1.778, -0.369], [1.710, -1.063, 1.197]]
}


{
  "formula": "C6H14N4O2P",
  "method": "wB97M-V/def2-TZVPD",
  "multiplicity": 1,
  "orbital_gap_ha": 0.3999,
  "total_charge": 1,
  "de_lowest_kj_mol": 0.0,
  "molar_mass_g_mol": 205.18,
  "elements": ["P", "O", "O", "N", "N", "N", "N", "C", "C", "C", "C", "C", "C", "H", "H", "H", "H", "H", "H", "H", "H", "H", "H", "H", "H", "H", "H"],
  "xyz": [[0.114, -1.983, -1.708], [-0.735, -1.739, 0.299], [1.270, 1.751, 2.444], [0.757, -0.701, -0.848], [3.410, 2.715, -0.765], [1.866, 1.352, 0.253], [0.231, 0.051, 1.357], [2.665, 2.385, 0.267], [-1.568, -1.827, -2.331], [1.161, 1.133, 1.423], [0.059, -0.779, 0.334], [-0.635, -0.145, 2.530], [-1.944, 0.613, 2.364], [-2.575, 0.438, 3.229], [-1.617, -2.248, -3.335], [2.738, 3.023, 1.149], [-1.759, 1.680, 2.283], [-1.829, -0.768, -2.371], [-2.470, 0.272, 1.476], [-0.087, 0.222, 3.399], [0.933, -1.895, -2.826], [3.997, 3.532, -0.741], [-0.818, -1.215, 2.628], [-2.264, -2.349, -1.675], [0.427, -3.202, -1.164], [3.390, 2.166, -1.612], [1.468, 0.045, -0.943]]
}